# 1
Below is a molecular structure, C2H4AgBr2FPt at a distorted geometry, with properties calculated with ωB97M-V with the def2-TZVPD basis set.

Results
DFT total energy (a.u.): -5591.85909
Highest occupied orbital energy (spin up / spin down) (eV): -17.87 / -16.99
Energy above the lowest of the compared OMol25 structures with the same formula, charge and spin (kJ/mol): 167.0
Spin multiplicity: 3
HOMO-LUMO gap (spin up / spin down) (Eh): 0.3146 / 0.1268
Maximum force (hartree/bohr): 0.02890
Total charge: +2
LUMO (spin up / spin down) (eV): -9.31 / -13.54
<S²>: 2.01

Cartesian coordinates (Å):
Ag: 0.62799 2.44099 -1.94007
Pt: 0.75209 4.24849 1.09733
F: -0.44439 2.71419 0.13772
Br: -0.48910 -1.48890 -2.21251
C: -0.51990 -1.73556 -0.23289
C: 0.34536 -0.67929 0.40258
Br: 0.02852 -0.62894 2.34476
H: -0.34984 -2.71731 0.20909
H: -1.57622 -1.50681 -0.09157
H: 0.22018 0.28501 -0.08991
H: 1.40534 -0.93189 0.37551

Cartesian forces (eV/Å) of the 6 atoms listed first:
-0.432 0.298 0.517
-0.746 -0.721 -0.368
1.316 0.624 -0.297
0.399 -0.762 1.071
-0.927 0.562 0.079
1.076 0.141 0.366

# 2
Below is 2 unconnected molecules or ions with the total composition C2H4BFO at a distorted geometry, with properties calculated with ωB97M-V with the def2-TZVPD basis set.

Results
DFT total energy (a.u.): -278.47940
Highest occupied orbital energy (eV): -9.27
SMILES string: C=C=O.BF
Energy above the lowest of the compared OMol25 structures with the same formula, charge and spin (kJ/mol): 185.6
HOMO-LUMO gap (Eh): 0.3400
Maximum force (hartree/bohr): 0.06035
LUMO (eV): -0.02

Cartesian coordinates (Å):
C: 0.71191 0.13340 -0.62497
C: -0.13049 -0.18646 -1.59978
O: -0.73649 -0.77617 -2.43271
H: 1.64325 0.77941 -0.70979
H: 0.76448 -0.65467 0.30314
B: -0.60226 0.04996 1.25199
F: 0.07811 1.30700 1.18281
H: -0.30339 -0.66521 2.21877
H: -1.42512 0.01275 0.41056

Cartesian forces (eV/Å) of the 6 atoms listed first:
1.733 -1.987 -0.104
0.891 -2.654 -1.041
0.535 2.215 1.733
-1.885 -0.719 0.091
-0.016 1.539 -2.569
1.503 2.709 0.175

# 3
Below is a single C2H4Br2 molecule at a distorted geometry, with properties calculated with ωB97M-V with the def2-TZVPD basis set.

Results
DFT total energy (a.u.): -5226.62575
Highest occupied orbital energy (eV): -10.37
SMILES string: BrCCBr
Energy above the lowest of the compared OMol25 structures with the same formula, charge and spin (kJ/mol): 23.4
HOMO-LUMO gap (Eh): 0.4020
Maximum force (hartree/bohr): 0.03367
LUMO (eV): 0.57

Cartesian coordinates (Å):
Br: -1.76347 -1.50913 0.21582
C: -0.01955 -0.62094 0.48050
C: -0.03146 0.70019 -0.38232
Br: 1.92718 1.17083 -0.52892
H: 0.69370 -1.31248 0.03201
H: 0.10675 -0.53028 1.55936
H: -0.49335 1.60919 0.00301
H: -0.41979 0.49262 -1.37944

Cartesian forces (eV/Å) of the 6 atoms listed first:
0.154 0.153 0.165
-0.822 0.833 -1.188
1.229 -0.962 0.751
-0.909 -0.028 -0.122
-0.039 0.190 0.275
0.136 0.305 -0.334

# 4
Below is a gas-phase ion, C2H4Br2N (charge +1) at a distorted geometry, with properties calculated with ωB97M-V with the def2-TZVPD basis set.

Results
DFT total energy (a.u.): -5280.96667
Highest occupied orbital energy (spin up / spin down) (eV): -14.06 / -13.55
Energy above the lowest of the compared OMol25 structures with the same formula, charge and spin (kJ/mol): 291.7
HOMO-LUMO gap (spin up / spin down) (Eh): 0.3131 / 0.2848
Maximum force (hartree/bohr): 0.09350
Total charge: +1
LUMO (spin up / spin down) (eV): -5.53 / -5.80

Cartesian coordinates (Å):
C: 0.96846 -0.26840 -0.86465
C: -0.84733 -0.41454 0.52763
N: -0.06087 0.53962 -0.04246
Br: 2.50283 -0.92554 0.07994
Br: -2.51138 -0.91239 -0.00989
H: 0.50750 -0.92442 -1.57836
H: -0.27332 -0.84083 1.34558
H: 0.56832 1.08990 0.51958
H: -0.53930 1.20968 -0.69002

Cartesian forces (eV/Å) of the 6 atoms listed first:
0.331 -0.538 1.133
0.102 -1.862 2.017
1.668 2.305 -3.876
-1.420 0.743 -0.711
0.297 0.247 -0.080
-0.148 -0.185 -0.258

# 5
Below is a molecular structure, C2H4Br2O at a distorted geometry, with properties calculated with ωB97M-V with the def2-TZVPD basis set.

Results
DFT total energy (a.u.): -5301.81143
Highest occupied orbital energy (eV): -9.64
Energy above the lowest of the compared OMol25 structures with the same formula, charge and spin (kJ/mol): 163.6
HOMO-LUMO gap (Eh): 0.3804
Maximum force (hartree/bohr): 0.08759
LUMO (eV): 0.71

Cartesian coordinates (Å):
C: 0.94805 0.32585 0.62881
C: -0.31113 -0.06303 -0.82766
O: -1.44405 0.58804 -0.48249
Br: 0.21913 -0.03763 2.33197
Br: -0.48047 -2.04514 -0.89087
H: 1.89323 -0.34337 0.66829
H: 1.20917 1.38897 0.58815
H: 0.09110 0.23883 -1.77112
H: -2.12504 -0.05250 -0.24508

Cartesian forces (eV/Å) of the 6 atoms listed first:
0.361 -1.627 -2.478
2.435 -0.379 3.770
-0.515 -0.210 -0.401
-0.813 -0.029 0.401
-0.013 0.930 0.027
-1.639 1.229 -0.933

# 6
Below is 2 unconnected molecules or ions with the total composition C2H4BrCl at a distorted geometry, with properties calculated with ωB97M-V with the def2-TZVPD basis set.

Results
DFT total energy (a.u.): -3112.76214
Highest occupied orbital energy (eV): -9.88
SMILES string: C=CCl.Br
Energy above the lowest of the compared OMol25 structures with the same formula, charge and spin (kJ/mol): 134.8
HOMO-LUMO gap (Eh): 0.3915
Maximum force (hartree/bohr): 0.06859
LUMO (eV): 0.77

Cartesian coordinates (Å):
C: 0.97055 0.66808 0.07049
C: 2.19956 0.27208 -0.01501
Cl: 3.48011 1.47642 -0.01346
H: 0.21611 -0.07097 0.10892
H: 0.82536 1.64624 -0.11470
H: 2.35997 -0.81646 -0.06032
Br: -3.71176 0.64971 -0.00001
H: -4.50017 -0.33017 -0.56298

Cartesian forces (eV/Å) of the 6 atoms listed first:
0.097 -1.794 -0.274
1.160 -1.014 0.248
-0.105 -0.913 -0.239
-0.911 -0.343 0.009
-1.287 3.284 0.047
1.033 0.781 0.208

# 7
Below is 2 unconnected molecules or ions with the total composition C2H4BrFO at a distorted geometry, with properties calculated with ωB97M-V with the def2-TZVPD basis set.

Results
DFT total energy (a.u.): -2827.69097
Highest occupied orbital energy (eV): -9.36
SMILES string: C=C(O)F.Br
Energy above the lowest of the compared OMol25 structures with the same formula, charge and spin (kJ/mol): 110.0
HOMO-LUMO gap (Eh): 0.3600
Maximum force (hartree/bohr): 0.03450
LUMO (eV): 0.43

Cartesian coordinates (Å):
C: -1.12273 -0.88559 -1.40408
C: -0.59165 -0.72008 -0.22639
O: -0.36738 -1.60409 0.72994
F: 0.03108 0.45395 0.04259
H: -1.18512 -0.09929 -2.10301
H: -1.57413 -1.81576 -1.66137
H: 0.08231 -1.17066 1.50019
Br: 2.59054 3.41621 1.14697
H: 2.13708 2.42532 1.97515

Cartesian forces (eV/Å) of the 6 atoms listed first:
-0.848 -0.853 -0.172
1.460 0.996 -0.155
0.287 -0.128 1.514
-0.188 0.139 0.385
0.115 0.788 -0.441
-0.193 -0.487 -0.025

# 8
Below is a molecular structure, C2H4BrFO3 at a distorted geometry, with properties calculated with ωB97M-V with the def2-TZVPD basis set.

Results
DFT total energy (a.u.): -2978.13915
Highest occupied orbital energy (eV): -9.37
Energy above the lowest of the compared OMol25 structures with the same formula, charge and spin (kJ/mol): 189.1
HOMO-LUMO gap (Eh): 0.3607
Maximum force (hartree/bohr): 0.09796
LUMO (eV): 0.44

Cartesian coordinates (Å):
C: -1.01239 -0.22710 -0.86281
C: 0.60863 0.17740 0.22096
O: -0.12374 0.76326 1.31456
O: 1.49119 0.99514 -0.42772
O: 1.04625 -1.03567 0.51975
F: -1.08733 -1.56415 -1.24230
Br: -2.51372 -0.08327 0.34043
H: -1.28034 0.44886 -1.66197
H: -0.46056 -0.00034 1.84028
H: 1.50421 1.87634 -0.11033
H: 1.82780 -1.35046 0.06914

Cartesian forces (eV/Å) of the 6 atoms listed first:
1.265 -0.554 1.627
-4.918 0.723 -0.812
2.886 -0.842 -0.675
-0.357 -2.079 -0.142
0.272 -0.826 1.046
0.961 1.071 -0.374

# 9
Below is a molecular structure, C2H4BrI at a distorted geometry, with properties calculated with ωB97M-V with the def2-TZVPD basis set.

Results
DFT total energy (a.u.): -2950.24417
Highest occupied orbital energy (eV): -9.40
Energy above the lowest of the compared OMol25 structures with the same formula, charge and spin (kJ/mol): 177.7
HOMO-LUMO gap (Eh): 0.3440
Maximum force (hartree/bohr): 0.11172
LUMO (eV): -0.04

Cartesian coordinates (Å):
C: 1.01241 0.03928 0.22594
C: -0.88389 0.10306 -0.15867
Br: -1.57741 -1.28285 1.02546
I: -1.30269 0.04973 -2.24428
H: 1.35692 0.51961 -0.68227
H: 1.07520 0.51957 1.12137
H: 1.32369 -1.01428 0.33760
H: -1.00423 1.06588 0.37485

Cartesian forces (eV/Å) of the 6 atoms listed first:
-3.879 -2.168 -3.641
4.338 -0.005 2.153
-0.280 0.334 -0.649
0.031 -0.006 0.926
0.598 0.155 0.366
0.298 1.666 2.212

# 10
Below is 2 unconnected molecules or ions with the total composition C2H4BrN at a distorted geometry, with properties calculated with ωB97M-V with the def2-TZVPD basis set.

Results
DFT total energy (a.u.): -2707.22639
Highest occupied orbital energy (spin up / spin down) (eV): -8.39 / -8.39
Energy above the lowest of the compared OMol25 structures with the same formula, charge and spin (kJ/mol): 348.3
HOMO-LUMO gap (spin up / spin down) (Eh): 0.2990 / 0.2990
Maximum force (hartree/bohr): 0.07638
LUMO (spin up / spin down) (eV): -0.25 / -0.25

Cartesian coordinates (Å):
C: 0.50650 0.05696 -0.20215
C: -1.00455 -0.04599 1.67281
N: -0.05639 -0.12950 0.84512
Br: 2.38086 -0.23908 -0.41725
H: 0.75769 0.31449 -3.13059
H: 0.07629 0.12905 -2.84099
H: -1.22557 0.89705 1.94351
H: -1.43483 -0.98296 2.12953

Cartesian forces (eV/Å) of the 6 atoms listed first:
1.439 -0.448 -2.216
0.437 -3.857 0.599
-0.864 -0.248 0.607
-0.252 0.309 0.406
-0.666 -0.187 0.148
0.684 0.203 -0.321